Entry 1:
Formula: C24H24N4O7
Source: OMol25
Level of theory: wB97M-V/def2-TZVPD

Element x y z (Å)
C -4.27051 -0.86507 -2.10419
O -4.42376 0.17405 -1.42854
C -3.16869 0.42934 -0.63498
O -2.26755 -0.25797 -0.58789
C -3.20985 1.50267 0.18971
N -1.97353 1.65926 0.92981
C -1.72909 0.89558 2.06068
O -2.24969 0.06173 2.53612
C -0.17174 1.11538 2.38784
C 0.68742 0.19084 2.68471
C 0.28023 -1.07294 2.85611
C -0.70433 -2.03498 2.05749
C -1.08904 -3.11534 2.90678
C -0.28810 -3.05671 4.05021
C -0.37853 -3.72046 5.47086
O 0.19195 -1.82499 4.22996
N 1.38725 -0.09655 1.35930
C 1.98868 -0.99094 0.73603
O 2.21803 -2.12181 1.26684
C 2.20288 -0.88852 -0.83959
N 1.09603 -0.21551 -1.36372
C 0.52691 -0.60535 -2.65342
C 1.40564 -0.13584 -3.81018
C 1.27007 -0.56421 -5.20024
C 2.36131 -0.20959 -6.03274
C 3.43679 0.55917 -5.56140
C 3.64100 0.82452 -4.29071
N 2.80529 0.24579 -3.29415
C 0.60471 1.02853 -0.81804
O -0.36386 1.26801 -1.35030
C 1.14799 1.35017 0.47768
C 2.40977 2.07580 0.24855
C 0.35678 2.13596 1.45048
C -1.03525 2.55911 0.64230
O -1.11595 3.86320 0.14825
H -3.58731 -0.91693 -2.82563
H -5.26589 -1.02344 -2.45808
H -4.18304 -1.84628 -1.54442
H -4.00616 1.62189 0.85535
H -3.19443 2.44808 -0.36009
H -0.53712 1.69340 3.40964
H 1.42914 0.07545 3.50449
H -1.05068 -1.99933 1.16323
H -1.57891 -4.13110 2.74243
H -1.01655 -4.62439 5.39707
H -0.61877 -3.35351 6.26206
H 0.88476 -4.01550 5.53055
H 1.99334 -2.03275 -1.17674
H 3.19955 -0.58464 -1.13685
H 0.24455 -1.79741 -2.80450
H -0.26574 0.21542 -2.83079
H 0.43380 -0.94543 -5.38395
H 2.01798 -0.25517 -7.16091
H 4.18550 0.82343 -6.34214
H 4.66989 1.08919 -3.74523
H 3.00567 2.18521 1.20879
H 2.38337 3.08022 -0.09879
H 2.98314 1.40078 -0.62557
H 0.72767 3.09767 1.78680

The value obtained for the electronic energy is -1673.9995 a.u. The value obtained for the HOMO-LUMO gap is 7.374 eV. For the relative energy (zero: lowest compared OMol25 entry of this formula, charge and spin), the calculation gives 16.950 eV. Its SMILES is COC(=O)CN1C(=O)[C@H]2[C@@H](c3ccc(C)o3)N3C(=O)CN(Cc4ccccn4)C(=O)[C@@]3(C)[C@H]2C1=O. The charge is 0. The value obtained for the max |F| is 0.3300 hartree/bohr. The HOMO energy comes out at -7.263 eV.

Entry 2:
Formula: C24H24N5PdSe
Source: OMol25
Level of theory: wB97M-V/def2-TZVPD

Element x y z (Å)
Pd -0.06642 -0.33175 -0.51387
C -1.23132 2.11967 1.31639
C -1.50650 1.02068 2.33837
C -0.32439 0.15709 2.69556
C 0.06099 0.04183 4.02686
C 1.13393 -0.76083 4.36860
C 1.80589 -1.43659 3.36342
C 1.37099 -1.27331 2.06398
N 0.33324 -0.49617 1.72888
N -1.15489 1.68813 -0.08857
C -2.47214 1.44604 -0.68623
C -3.04943 0.10722 -0.28447
C -4.38761 -0.06445 0.01608
C -4.84470 -1.33391 0.34388
C -3.95146 -2.39051 0.36489
C -2.62531 -2.13949 0.05223
N -2.18958 -0.92155 -0.26560
C -0.33251 2.61614 -0.88025
C 1.12690 2.44868 -0.53811
C 1.95672 3.52129 -0.26969
C 3.29767 3.28538 -0.00363
C 3.76461 1.98446 -0.01040
C 2.86871 0.96198 -0.27642
N 1.58134 1.18496 -0.53348
H -2.00703 2.89232 1.40040
H -0.28352 2.60016 1.56795
H -1.83278 1.51878 3.25273
H -2.34667 0.39524 2.03407
H -0.48944 0.58368 4.78373
H 1.43740 -0.85639 5.40260
H 2.64731 -2.08060 3.57438
H 1.85681 -1.78663 1.24281
H -3.18194 2.25004 -0.45732
H -2.33378 1.43261 -1.76977
H -5.05964 0.78306 -0.00356
H -5.88796 -1.49119 0.58325
H -4.26504 -3.39337 0.61604
H -1.87478 -2.92064 0.03684
H -0.46398 2.36458 -1.93600
H -0.63840 3.66074 -0.74642
H 1.55477 4.52555 -0.27621
H 3.96355 4.11166 0.20648
H 4.80203 1.75548 0.18658
H 3.17904 -0.07665 -0.29806
Se 0.88381 -2.54938 -1.41958
C 0.60401 -1.19474 -2.71508
C 1.66340 -0.45048 -3.27172
C 1.39401 0.63710 -4.06490
N 0.15138 1.06272 -4.36322
C -0.84598 0.33897 -3.89306
C -0.68648 -0.78602 -3.07238
H 2.68595 -0.73111 -3.05573
H 2.20634 1.21478 -4.49061
H -1.84860 0.64984 -4.17484
H -1.54840 -1.36987 -2.78022

The spin multiplicity is 3. The value obtained for the electronic energy is -3731.8681 a.u. The value obtained for the HOMO-LUMO gap (spin up / spin down) is 7.604 / 6.895 eV. The charge is +1. The value obtained for the max |F| is 0.0095 hartree/bohr. The HOMO energy (spin up / spin down) comes out at -10.131 / -10.514 eV.

Entry 3:
Formula: C24H24N9PbS
Source: OMol25
Level of theory: wB97M-V/def2-TZVPD

Element x y z (Å)
Pb -0.32853 1.80959 -0.19433
C -4.28134 -0.45235 4.19450
C -3.35357 -0.46186 3.00942
N -2.11001 -0.38642 3.25163
N -1.05819 -0.50629 3.78312
C -0.20040 0.61155 4.09710
N 0.17631 0.56335 5.35690
S 0.35357 1.66770 2.96180
C -3.80627 -0.51768 1.61330
C -5.12893 -0.80154 1.32751
C -5.51485 -0.84553 -0.00845
C -4.56336 -0.60395 -0.97751
C -3.24840 -0.35072 -0.58206
N -2.85987 -0.30856 0.68301
H -3.76930 -0.15885 5.10624
H -4.68243 -1.46078 4.32530
H -5.10046 0.23861 4.00403
H -0.16959 -0.12487 6.01233
H 0.84310 1.24616 5.69123
H -5.85008 -1.00080 2.10848
H -6.54068 -1.06368 -0.27329
H -4.82004 -0.61036 -2.02818
H -2.48348 -0.17912 -1.33355
C 1.10585 2.63609 -3.16125
N 1.08745 3.27142 -1.82048
C 2.41846 3.41991 -1.18734
C 2.82784 2.14971 -0.51210
N 1.96765 1.30653 0.02095
C 2.72132 0.26992 0.58531
C 2.32850 -0.89504 1.24094
C 3.32730 -1.72742 1.69809
C 4.68727 -1.41880 1.50928
C 5.08498 -0.28024 0.84275
C 4.06867 0.54984 0.38177
N 4.09363 1.75098 -0.32794
C 0.80222 1.16792 -3.11184
N 0.12873 0.57686 -2.14583
C 0.01376 -0.77307 -2.50209
C -0.57872 -1.84447 -1.83703
C -0.52473 -3.07503 -2.45626
C 0.09899 -3.24296 -3.70574
C 0.69384 -2.18929 -4.36672
C 0.63860 -0.95450 -3.73071
N 1.13052 0.30377 -4.08242
H 0.34450 3.11809 -3.77725
H 2.06363 2.80286 -3.66010
H 0.70979 4.20694 -1.93384
H 3.17550 3.73543 -1.90864
H 2.34823 4.20812 -0.43467
H 1.28156 -1.14796 1.36474
H 3.06665 -2.64517 2.20833
H 5.43862 -2.09693 1.89034
H 6.13093 -0.05317 0.68414
H 4.92214 2.24106 -0.63084
H -1.06259 -1.71458 -0.87342
H -0.96950 -3.93604 -1.97583
H 0.11160 -4.22444 -4.15940
H 1.17638 -2.32226 -5.32607
H 1.63727 0.52233 -4.92735

The value obtained for the electronic energy is -2011.9254 a.u. The value obtained for the HOMO-LUMO gap is 6.402 eV. For the relative energy (zero: lowest compared OMol25 entry of this formula, charge and spin), the calculation gives 3.051 eV. The charge is +3. The value obtained for the max |F| is 0.0194 hartree/bohr. The HOMO energy comes out at -16.342 eV.

Entry 4:
Formula: C24H25AlBrF29NO5
Source: OMol25
Level of theory: wB97M-V/def2-TZVPD

Element x y z (Å)
C -0.66198 2.90949 -4.56522
C -1.27874 3.71831 -5.68663
O -0.82087 3.69128 -6.78705
N -2.37080 4.52434 -5.34582
C -2.43430 5.55132 -6.34548
C -3.24542 5.43901 -7.62111
O -1.79580 6.52720 -6.19133
Al -3.96799 3.44918 -5.21531
Br -3.83802 1.79376 -6.98643
C -5.67182 4.53578 -5.28032
C -6.92705 3.83336 -4.71605
C -7.51415 2.75906 -5.67009
C -7.27624 1.33210 -5.22437
F -8.29270 0.99751 -4.38250
F -6.16256 1.16531 -4.54383
C -7.32861 0.27486 -6.37427
F -7.01693 0.75040 -7.54287
F -6.55398 -0.73440 -6.11503
F -8.56197 -0.19497 -6.48219
H 0.08407 2.24027 -4.94847
H -1.48141 2.39096 -4.06631
H -0.22241 3.64434 -3.89444
H -2.59665 5.12879 -8.43649
H -3.58330 6.44792 -7.85993
H -4.11839 4.79471 -7.55960
H -3.89524 2.66987 -3.81672
H -5.88015 4.90473 -6.28984
H -5.48218 5.41909 -4.65633
H -6.78513 3.44999 -3.70676
H -7.70026 4.60472 -4.63309
H -7.19958 2.95701 -6.69080
H -8.59681 2.88797 -5.64954
C 3.60824 0.94623 -3.01108
C 2.55689 2.01400 -2.66660
C 3.09545 3.34025 -2.13404
F 3.75805 3.17234 -0.96609
F 2.06429 4.18409 -1.89488
F 1.65369 1.48906 -1.81056
F 1.88880 2.29043 -3.81771
O 3.82998 -0.05719 -2.03342
C 4.73312 0.18731 -1.02241
C 4.05296 0.15656 0.34352
F 3.10003 1.10880 0.42502
F 4.95965 0.40491 1.31891
F 5.39817 1.34113 -1.23191
F 5.65207 -0.80621 -1.06668
H 3.20731 0.40229 -3.86511
H 4.54137 1.38587 -3.36363
H 3.76256 3.81236 -2.86099
H 3.59122 -0.81361 0.52458
C -0.33840 -1.07065 4.20448
C 0.12504 -0.85995 5.65462
C 0.99468 0.36827 5.91333
F 2.15503 0.30316 5.22901
F 1.30514 0.43051 7.23386
F 0.74522 -1.97963 6.09531
F -1.00072 -0.71705 6.41096
O 0.40711 -1.99570 3.43579
C 1.53428 -1.55002 2.77696
C 2.78745 -2.26622 3.27026
F 2.99321 -2.04142 4.58319
F 3.87687 -1.80531 2.60682
F 1.65183 -0.21240 2.86598
F 1.36635 -1.84345 1.46747
H -1.32928 -1.51754 4.27324
H -0.48569 -0.12759 3.67787
H 0.46705 1.28687 5.64168
H 2.70914 -3.34433 3.11378
C 2.35053 -5.30235 7.72821
C 2.51469 -5.64407 6.23790
C 2.55982 -7.13083 5.89129
F 3.61943 -7.74018 6.46388
F 2.68587 -7.27780 4.54845
F 3.60356 -5.01068 5.75282
F 1.43755 -5.11321 5.59440
O 3.53316 -4.96748 8.43352
C 4.29006 -5.98026 8.98282
C 5.69326 -6.01719 8.38056
F 5.63518 -6.24573 7.05286
F 6.40515 -7.02400 8.94128
F 3.66316 -7.16833 8.87720
F 4.40087 -5.71390 10.30411
H 1.75644 -4.38930 7.75629
H 1.75700 -6.04736 8.25843
H 1.64155 -7.63499 6.20590
H 6.21185 -5.07176 8.55270

The value obtained for the electronic energy is -7073.2592 a.u. The value obtained for the HOMO-LUMO gap is 7.255 eV. The charge is -1. The value obtained for the max |F| is 0.0602 hartree/bohr. The HOMO energy comes out at -5.745 eV.

- What is the formula in the first record?
  C24H24N4O7

- The lowest charge belongs to which entry?
  C24H25AlBrF29NO5

- Which formula does entry 1 have?
  C24H24N4O7

- The highest charge belongs to which entry?
  C24H24N9PbS